Below is one molecule with the formula C21H19N3O3S, with properties calculated with the ωB97M-V functional and the def2-TZVPD basis.

multiplicity = 1
gap between HOMO and LUMO = 0.3148 Eh
electronic energy = -1599.73060 Eh
LUMO level = -0.32 eV
ΔE to the lowest compared entry with this formula, charge and spin = 498.5 kJ/mol

Last column: natural (NBO) charge in e.
Geometry (Å):
N: -3.55232 -1.53759 -2.54857  -0.292
C: -2.57486 -1.24530 -2.02340  0.250
C: -1.28653 -0.74536 -1.71355  -0.370
C: -0.42065 -1.82456 -1.17873  0.665
O: 0.81017 -1.75219 -1.36096  -0.635
N: -0.87414 -3.09612 -0.76448  -0.601
C: -0.01484 -4.11084 -0.11849  -0.233
C: 0.49567 -3.65414 1.23476  -0.044
C: -0.43358 -3.59210 2.31701  -0.221
C: 0.00403 -3.20687 3.56581  -0.194
C: 1.26166 -2.77221 3.66201  -0.236
C: 2.12611 -2.80256 2.56328  -0.188
C: 1.70797 -3.03571 1.26520  -0.197
C: -0.94158 0.57498 -2.00209  0.212
S: -2.13958 1.55986 -2.89547  0.311
C: -1.25694 3.15580 -2.81522  -0.402
C: -2.22047 4.01901 -1.86969  -0.428
C: -2.39443 3.56113 -0.41765  -0.075
O: -3.28806 4.43215 0.25705  -0.707
C: 0.09855 2.70491 -2.13339  0.698
O: 0.87528 3.57825 -1.79378  -0.543
N: 0.17619 1.38997 -1.71569  -0.472
C: 1.09635 1.18439 -0.63335  0.133
C: 0.67316 1.24559 0.70085  -0.207
C: 1.59629 1.26574 1.77069  -0.197
C: 2.97555 1.29763 1.37794  -0.189
C: 3.35291 1.01873 0.10115  -0.209
C: 2.42535 0.90901 -0.91176  -0.166
H: -1.82117 -3.10246 -0.61173  0.382
H: -0.62039 -5.04705 -0.08572  0.219
H: 0.84075 -4.31669 -0.89699  0.226
H: -1.42694 -4.03923 2.23123  0.208
H: -0.65222 -3.29497 4.41683  0.212
H: 1.56481 -2.54398 4.66034  0.212
H: 3.17457 -2.67315 2.73021  0.208
H: 2.36358 -3.06448 0.34393  0.244
H: -1.17083 3.59992 -3.79041  0.259
H: -1.77872 5.02709 -1.79746  0.216
H: -3.15510 4.15201 -2.47114  0.225
H: -1.43783 3.62880 0.06516  0.169
H: -2.73593 2.48262 -0.23664  0.188
H: -3.25493 5.30016 -0.17426  0.465
H: -0.37962 1.34622 0.85003  0.212
H: 1.17569 1.11949 2.70897  0.223
H: 3.76976 1.32009 2.15076  0.215
H: 4.40402 0.80119 -0.05887  0.219
H: 2.86324 0.78283 -1.95372  0.234

Below is a 2-piece molecular cluster, C21H19N5O4 overall, with properties calculated with the ωB97M-V functional and the def2-TZVPD basis.

multiplicity = 1
gap between HOMO and LUMO = 0.2080 Eh
electronic energy = -1386.02958 Eh
LUMO level = -2.09 eV
ΔE to the lowest compared entry with this formula, charge and spin = 1207.8 kJ/mol

Last column: natural (NBO) charge in e.
Geometry (Å):
N: -0.54302 -1.38038 2.94625  -0.348
C: -0.23203 -1.70312 1.86342  0.289
C: 0.09363 -2.22731 0.57369  -0.301
C: -0.47757 -1.62279 -0.61116  -0.101
C: -0.47355 -2.50157 -1.75966  0.022
N: -1.42673 -2.59490 -2.75945  0.397
O: -2.39931 -1.93890 -3.10292  -0.389
O: -1.16095 -3.85339 -3.41370  -0.155
N: -0.07622 -4.50495 -2.86902  -0.061
C: 0.31027 -3.66396 -1.85143  0.106
C: 1.13920 -4.03659 -0.72980  -0.071
N: 2.10322 -5.10840 -0.75996  0.506
O: 2.46044 -5.62593 -1.83227  -0.363
O: 2.59058 -5.47238 0.34095  -0.417
C: 0.90657 -3.37020 0.48883  -0.056
H: -1.37552 -0.98816 -0.50038  0.264
H: 1.36412 -3.75666 1.40623  0.269
C: 2.13301 1.25177 3.10312  -0.414
C: 3.22440 1.18184 2.03047  -0.414
C: 2.50432 1.04646 0.68372  -0.207
N: 1.11879 1.41224 0.94169  -0.398
C: 0.16451 1.29075 -0.02975  0.319
C: 0.23741 0.28790 -1.05459  -0.326
C: -0.45945 0.68863 -2.32612  -0.412
C: -1.94453 1.00913 -2.02068  -0.451
C: -2.09560 1.93487 -0.86592  0.033
C: -1.00326 2.18545 0.00387  -0.067
C: -1.09329 3.29999 0.87003  -0.177
C: -2.32798 3.91011 1.11341  -0.231
C: -3.44909 3.52028 0.36416  -0.168
C: -3.32865 2.55112 -0.62452  -0.215
C: 0.80868 1.53296 2.36507  -0.223
H: 2.03100 0.29951 3.63827  0.226
H: 2.31636 2.04777 3.83457  0.219
H: 3.81784 2.10280 2.04247  0.211
H: 3.89796 0.33660 2.20021  0.226
H: 2.95429 1.69664 -0.08384  0.208
H: 2.58979 0.01176 0.31327  0.194
H: 1.19116 -0.24834 -1.17521  0.247
H: 0.00935 1.59573 -2.75202  0.215
H: -0.41872 -0.09799 -3.08432  0.223
H: -2.43658 1.42206 -2.91698  0.238
H: -2.49993 0.08073 -1.81650  0.236
H: -0.19831 3.69270 1.34204  0.218
H: -2.39952 4.69579 1.86061  0.223
H: -4.42857 3.97389 0.57143  0.222
H: -4.18046 2.27203 -1.24838  0.221
H: 0.01768 0.83292 2.66908  0.238
H: 0.44426 2.53146 2.62171  0.194

Question: Which value of multiplicity does entry 2 give?
Answer: 1

Question: Which of these has the highest gap between HOMO and LUMO?
Answer: C21H19N3O3S

Question: Which of these has the highest electronic energy?
Answer: C21H19N5O4